{"formula": "C6H24KN12O6", "method": "ωB97M-V/def2-TZVPD", "elements": ["K", "C", "O", "N", "N", "H", "H", "H", "H", "C", "O", "N", "N", "H", "H", "H", "H", "C", "O", "N", "N", "H", "H", "H", "H", "C", "O", "N", "N", "H", "H", "H", "H", "C", "O", "N", "N", "H", "H", "H", "H", "C", "O", "N", "N", "H", "H", "H", "H"], "positions_angstrom": [[0.101, -1.509, -0.701], [5.695, -1.521, 3.750], [5.188, -1.690, 2.680], [6.675, -0.742, 3.953], [5.497, -2.197, 4.817], [7.346, -0.856, 4.699], [6.967, -0.343, 3.072], [4.800, -2.920, 4.710], [6.182, -2.120, 5.555], [-0.464, 1.351, 6.195], [-0.793, 0.923, 5.134], [0.767, 1.202, 6.601], [-1.220, 1.951, 7.081], [1.442, 0.708, 6.034], [0.830, 1.186, 7.609], [-2.042, 2.466, 6.798], [-0.962, 2.008, 8.055], [-5.122, 3.097, -1.640], [-4.329, 2.279, -2.097], [-4.781, 3.693, -0.537], [-6.373, 3.336, -1.939], [-5.454, 4.363, -0.194], [-3.827, 3.580, -0.225], [-6.924, 4.003, -1.418], [-6.830, 2.902, -2.729], [1.472, -2.679, -7.128], [1.957, -2.241, -6.122], [1.591, -3.865, -7.519], [0.746, -1.950, -7.909], [1.336, -3.966, -8.491], [2.003, -4.642, -7.023], [0.430, -2.378, -8.767], [0.479, -1.016, -7.631], [3.542, 4.867, -0.166], [2.599, 4.155, -0.549], [4.639, 5.321, -0.793], [3.747, 5.082, 1.110], [4.796, 5.061, -1.756], [5.384, 5.676, -0.211], [3.018, 4.864, 1.774], [4.391, 5.817, 1.363], [-5.081, -5.405, -2.122], [-3.858, -5.487, -2.431], [-6.113, -5.516, -2.897], [-5.380, -5.093, -0.916], [-6.051, -6.085, -3.729], [-7.012, -5.662, -2.460], [-4.651, -4.951, -0.232], [-6.356, -5.052, -0.660]], "total_charge": 1, "homo_lumo_gap_ev": 7.92, "e_above_lowest_ev": 7.448}



{"formula": "C6H24N12O6", "method": "ωB97M-V/def2-TZVPD", "elements": ["N", "C", "N", "O", "H", "H", "H", "H", "N", "C", "N", "O", "H", "H", "H", "H", "N", "C", "N", "O", "H", "H", "H", "H", "N", "C", "N", "O", "H", "H", "H", "H", "N", "C", "N", "O", "H", "H", "H", "H", "N", "C", "N", "O", "H", "H", "H", "H"], "positions_angstrom": [[0.956, -0.694, -0.574], [-0.023, -0.181, -1.263], [-0.373, 0.855, -0.605], [-0.498, -0.552, -2.358], [1.251, -0.158, 0.230], [1.208, -1.657, -0.743], [0.079, 1.201, 0.229], [-1.272, 1.252, -0.837], [-1.188, 5.131, 3.258], [-0.086, 4.902, 2.673], [-0.066, 5.356, 1.478], [0.903, 4.434, 3.174], [-1.355, 4.779, 4.190], [-1.869, 5.807, 2.944], [0.805, 5.483, 0.983], [-0.936, 5.589, 1.022], [3.643, -6.102, -1.490], [2.678, -5.840, -2.385], [2.930, -4.788, -3.143], [1.761, -6.632, -2.675], [4.444, -5.504, -1.349], [3.427, -6.808, -0.801], [2.470, -4.614, -4.026], [3.848, -4.369, -3.182], [0.250, -3.194, 3.198], [0.057, -4.461, 2.999], [-0.672, -4.696, 1.914], [0.650, -5.359, 3.616], [-0.502, -2.623, 2.839], [0.936, -2.781, 3.815], [-1.091, -3.978, 1.340], [-0.858, -5.656, 1.664], [4.733, 2.536, -5.316], [3.932, 1.644, -4.697], [4.573, 1.025, -3.767], [2.860, 1.301, -5.128], [5.261, 3.260, -4.849], [4.613, 2.674, -6.310], [4.114, 0.271, -3.277], [5.285, 1.637, -3.393], [-7.694, 2.483, 3.457], [-7.389, 2.389, 2.163], [-6.393, 3.168, 1.886], [-7.802, 1.529, 1.402], [-7.351, 3.312, 3.922], [-8.263, 1.819, 3.963], [-5.757, 3.069, 1.108], [-6.230, 3.739, 2.703]], "total_charge": 0, "homo_lumo_gap_ev": 9.30, "e_above_lowest_ev": 5.650, "smiles": "NC(N)=O.NC(N)=O.NC(N)=O.NC(N)=O.NC(N)=O.NC(N)=O"}



{"formula": "C6H24N12O6", "method": "ωB97M-V/def2-TZVPD", "elements": ["C", "O", "N", "N", "H", "H", "H", "H", "C", "O", "N", "N", "H", "H", "H", "H", "C", "O", "N", "N", "H", "H", "H", "H", "C", "O", "N", "N", "H", "H", "H", "H", "C", "O", "N", "N", "H", "H", "H", "H", "C", "O", "N", "N", "H", "H", "H", "H"], "positions_angstrom": [[4.661, -0.871, -4.498], [5.675, -0.123, -4.407], [4.272, -1.507, -5.592], [3.854, -1.153, -3.481], [3.306, -1.796, -5.640], [4.822, -1.462, -6.438], [4.229, -0.706, -2.657], [2.926, -1.549, -3.540], [-2.257, 2.860, 2.892], [-1.471, 3.360, 2.101], [-3.162, 2.172, 2.540], [-2.260, 3.029, 4.171], [-3.943, 2.025, 3.163], [-3.263, 2.049, 1.543], [-1.440, 3.503, 4.520], [-3.020, 2.707, 4.754], [-0.042, 0.555, -5.391], [0.493, 0.371, -6.456], [0.153, -0.202, -4.387], [-0.723, 1.610, -5.161], [0.742, -1.018, -4.479], [-0.384, -0.121, -3.535], [-0.912, 1.851, -4.198], [-0.863, 2.249, -5.930], [1.638, -0.630, 2.864], [1.851, -0.973, 1.718], [0.884, 0.410, 3.113], [2.144, -1.168, 3.890], [0.252, 0.791, 2.423], [1.169, 0.914, 3.941], [1.765, -0.891, 4.784], [2.461, -2.113, 3.729], [-0.457, 0.254, -1.082], [-0.859, 0.804, -2.110], [0.614, -0.494, -0.995], [-1.040, 0.250, 0.097], [1.114, -0.543, -1.872], [0.908, -0.968, -0.154], [-1.988, 0.577, 0.210], [-0.591, -0.265, 0.842], [-2.282, -1.700, 4.011], [-1.392, -1.672, 4.753], [-3.031, -2.663, 3.700], [-2.565, -0.770, 3.139], [-3.013, -3.482, 4.290], [-3.493, -2.753, 2.806], [-2.041, 0.062, 3.370], [-3.442, -0.810, 2.639]], "s_squared": 0.755, "total_charge": 1, "homo_lumo_gap_ev": [9.30, 3.27], "spin_multiplicity": 2, "e_above_lowest_ev": 2.214}



{"formula": "C6H24N12O6Tl", "method": "ωB97M-V/def2-TZVPD", "elements": ["Tl", "C", "O", "N", "N", "H", "H", "H", "H", "C", "O", "N", "N", "H", "H", "H", "H", "C", "O", "N", "N", "H", "H", "H", "H", "C", "O", "N", "N", "H", "H", "H", "H", "C", "O", "N", "N", "H", "H", "H", "H", "C", "O", "N", "N", "H", "H", "H", "H"], "positions_angstrom": [[0.641, -0.918, 0.806], [3.887, 1.454, 1.346], [2.842, 0.860, 1.506], [4.128, 2.729, 1.512], [5.000, 0.766, 0.992], [3.372, 3.345, 1.774], [5.085, 2.997, 1.334], [4.913, -0.240, 0.997], [5.844, 1.313, 0.894], [-2.748, 1.159, 0.212], [-2.019, 0.230, 0.215], [-2.458, 2.355, 0.613], [-4.034, 1.130, -0.188], [-3.170, 3.072, 0.608], [-1.660, 2.414, 1.229], [-4.636, 1.940, -0.138], [-4.456, 0.275, -0.519], [0.972, 2.474, -1.483], [0.839, 1.650, -0.559], [1.391, 3.692, -1.321], [0.584, 2.230, -2.709], [1.705, 4.128, -2.176], [1.553, 4.009, -0.376], [0.212, 3.054, -3.160], [0.250, 1.308, -2.951], [3.157, -0.176, -2.213], [2.384, -0.680, -1.438], [2.895, 0.045, -3.489], [4.442, -0.054, -2.000], [3.547, 0.354, -4.196], [1.998, -0.321, -3.773], [4.897, 0.131, -2.883], [4.866, -0.500, -1.199], [-2.316, -1.908, 3.246], [-1.330, -1.232, 3.013], [-3.527, -1.467, 3.391], [-2.208, -3.225, 3.412], [-3.740, -0.483, 3.314], [-4.163, -2.250, 3.450], [-3.040, -3.748, 3.646], [-1.335, -3.733, 3.422], [-2.713, -3.142, -0.278], [-1.786, -2.467, 0.136], [-3.326, -4.157, 0.274], [-3.164, -3.024, -1.476], [-4.128, -4.557, -0.193], [-3.158, -4.378, 1.245], [-2.550, -2.629, -2.174], [-3.739, -3.825, -1.695]], "s_squared": 0.757, "total_charge": 2, "homo_lumo_gap_ev": [9.30, 3.35], "spin_multiplicity": 2, "e_above_lowest_ev": 0.000}



{"formula": "C6H24O6", "method": "ωB97M-V/def2-TZVPD", "elements": ["C", "O", "H", "H", "H", "H", "C", "O", "H", "H", "H", "H", "C", "O", "H", "H", "H", "H", "C", "O", "H", "H", "H", "H", "C", "O", "H", "H", "H", "H", "C", "O", "H", "H", "H", "H"], "positions_angstrom": [[-1.531, -2.237, -2.602], [-1.430, -2.118, -4.032], [-1.928, -3.211, -2.315], [-0.516, -2.142, -2.216], [-2.196, -1.488, -2.172], [-1.016, -2.879, -4.444], [2.528, -2.204, 2.340], [1.821, -1.033, 2.636], [3.558, -2.074, 2.671], [2.124, -3.085, 2.838], [2.460, -2.340, 1.261], [1.001, -1.015, 2.137], [-3.562, -2.227, 1.216], [-3.067, -1.098, 0.591], [-3.695, -2.969, 0.429], [-2.894, -2.736, 1.911], [-4.547, -2.136, 1.674], [-3.686, -0.728, -0.043], [3.341, 2.548, -1.253], [2.935, 2.327, -2.557], [3.273, 3.625, -1.101], [2.671, 1.995, -0.595], [4.382, 2.266, -1.095], [2.020, 2.552, -2.738], [0.261, -0.028, 0.075], [-0.415, -0.807, 1.095], [1.112, -0.545, -0.367], [-0.419, 0.297, -0.712], [0.684, 0.899, 0.462], [-1.360, -0.831, 0.930], [-0.119, 4.194, 0.821], [-1.007, 3.075, 0.921], [0.473, 4.227, 1.736], [0.419, 4.055, -0.116], [-0.693, 5.120, 0.789], [-0.983, 2.751, 1.825]], "total_charge": 0, "homo_lumo_gap_ev": 9.93, "e_above_lowest_ev": 4.113, "smiles": "CO.CO.CO.CO.CO.CO"}



{"formula": "C6H24O6Ti", "method": "ωB97M-V/def2-TZVPD", "elements": ["Ti", "C", "O", "H", "H", "H", "H", "C", "O", "H", "H", "H", "H", "C", "O", "H", "H", "H", "H", "C", "O", "H", "H", "H", "H", "C", "O", "H", "H", "H", "H", "C", "O", "H", "H", "H", "H"], "positions_angstrom": [[26.220, 2.897, -2.734], [20.714, 3.278, -0.705], [21.376, 3.501, -1.952], [21.326, 2.658, -0.050], [20.649, 4.234, -0.187], [19.721, 2.834, -0.781], [20.910, 4.247, -2.338], [31.275, 2.313, -2.578], [30.463, 1.241, -2.290], [31.505, 2.848, -1.656], [32.265, 1.964, -2.871], [30.833, 2.900, -3.383], [30.826, 0.729, -1.563], [26.089, 5.150, 2.613], [26.527, 3.962, 2.084], [26.673, 6.044, 2.394], [25.061, 5.377, 2.328], [25.987, 5.081, 3.696], [26.845, 3.442, 2.826], [28.240, 8.719, -2.991], [27.196, 7.762, -2.974], [28.009, 9.590, -2.379], [29.165, 8.280, -2.616], [28.450, 9.055, -4.007], [26.370, 8.253, -2.982], [24.361, 3.250, -8.001], [25.531, 2.589, -7.542], [23.575, 2.579, -8.346], [23.990, 3.912, -7.218], [24.691, 3.901, -8.811], [25.992, 2.316, -8.338], [23.839, -3.274, -4.076], [24.243, -2.540, -2.950], [22.772, -3.492, -4.106], [23.937, -2.593, -4.922], [24.435, -4.185, -4.139], [24.306, -3.117, -2.185]], "s_squared": 3.750, "total_charge": 1, "homo_lumo_gap_ev": [6.31, 8.09], "spin_multiplicity": 4, "e_above_lowest_ev": 5.165}



{"formula": "C6H24O9", "method": "ωB97M-V/def2-TZVPD", "elements": ["O", "C", "C", "O", "H", "H", "H", "H", "H", "H", "O", "C", "C", "O", "H", "H", "H", "H", "H", "H", "O", "C", "C", "O", "H", "H", "H", "H", "H", "H", "O", "H", "H", "O", "H", "H", "O", "H", "H"], "positions_angstrom": [[-3.498, 1.806, -0.600], [-2.661, 2.670, 0.183], [-1.856, 2.079, 1.252], [-0.664, 1.319, 0.832], [-3.204, 0.893, -0.390], [-2.007, 3.313, -0.469], [-3.393, 3.327, 0.676], [-2.574, 1.400, 1.806], [-1.432, 2.777, 1.971], [-0.914, 0.583, 0.251], [1.358, -2.658, -0.283], [0.529, -3.811, -0.266], [-0.629, -3.810, 0.648], [-0.267, -3.785, 2.033], [1.213, -2.022, 0.470], [0.239, -4.018, -1.261], [1.193, -4.611, 0.099], [-1.168, -4.711, 0.480], [-1.383, -3.047, 0.640], [0.278, -3.010, 2.152], [1.327, -0.639, 1.905], [2.597, -0.025, 1.514], [2.544, 1.198, 0.688], [1.938, 0.840, -0.512], [0.595, -0.017, 1.666], [3.072, 0.041, 2.505], [3.160, -0.797, 0.933], [3.577, 1.641, 0.743], [2.039, 1.986, 1.266], [1.972, 1.604, -1.089], [1.128, 2.605, -2.259], [1.114, 3.580, -2.345], [0.290, 2.241, -2.586], [-1.184, 1.285, -3.297], [-0.768, 0.414, -3.381], [-2.004, 0.992, -2.845], [-0.522, -0.445, -1.195], [0.315, 0.022, -1.259], [-0.348, -1.208, -0.679]], "total_charge": 0, "homo_lumo_gap_ev": 10.63, "e_above_lowest_ev": 1.239, "smiles": "OCCO.OCCO.OCCO.O.O.O"}



{"formula": "C6H25NO5S", "method": "ωB97M-V/def2-TZVPD", "elements": ["C", "C", "C", "C", "N", "C", "C", "S", "H", "H", "H", "H", "H", "H", "H", "H", "H", "H", "H", "H", "H", "H", "H", "O", "H", "H", "O", "H", "H", "O", "H", "H", "O", "H", "H", "O", "H", "H"], "positions_angstrom": [[-1.580, -3.031, 0.340], [-0.568, -1.914, 0.196], [0.178, -1.668, 1.546], [-0.430, -0.456, 2.360], [-0.605, 0.870, 1.715], [0.437, 1.863, 2.033], [1.736, 1.829, 1.120], [2.156, 3.374, 0.354], [-2.315, -3.075, -0.485], [-1.061, -4.008, 0.356], [-2.184, -3.003, 1.263], [0.195, -2.157, -0.534], [-1.015, -0.930, -0.016], [0.024, -2.540, 2.217], [1.225, -1.485, 1.344], [-0.021, -0.407, 3.357], [-1.520, -0.731, 2.304], [-0.547, 0.748, 0.701], [-0.044, 2.845, 2.016], [0.821, 1.627, 3.031], [2.546, 1.782, 1.883], [1.934, 0.833, 0.722], [1.047, 3.667, -0.328], [-3.034, 0.444, -1.499], [-2.839, 0.155, -0.612], [-2.360, 0.167, -2.139], [-0.981, -0.896, -2.611], [-0.202, -0.886, -2.041], [-0.906, -1.396, -3.439], [1.182, 0.591, -1.892], [2.129, 0.786, -1.905], [0.721, 1.318, -1.447], [3.410, -0.563, -1.667], [4.219, -0.103, -1.391], [2.975, -0.877, -0.874], [-1.259, 2.326, -1.783], [-2.027, 2.829, -1.509], [-1.438, 2.069, -2.687]], "total_charge": 0, "homo_lumo_gap_ev": 9.07, "e_above_lowest_ev": 1.420, "smiles": "CCCCNCCS.O.O.O.O.O"}